[1]
Density functional theory data (wB97M-V/def2-TZVPD) for 2 unconnected molecules or ions with the total composition C27H25O9S2 in a non-equilibrium geometry.

```
63
Properties=species:S:1:pos:R:3:forces:R:3
C 2.828397 3.716542 -3.291319 -0.2 -0.1 0.1
C 2.374915 3.167647 -4.494791 -0.1 0.0 0.1
C 1.225701 2.376734 -4.515234 0.1 0.0 0.1
C 0.543579 2.137960 -3.324880 -0.1 0.2 -0.2
S -0.929288 1.098285 -3.320271 0.6 -0.6 0.3
C -0.434232 -0.301362 -2.308807 -0.1 0.5 0.1
C -1.164169 -0.627176 -1.217077 -0.1 -1.0 -1.8
S 0.939393 -1.277907 -2.916450 0.9 0.7 1.0
C 2.118825 -1.197017 -1.560392 0.0 -0.3 0.0
C 3.101381 -0.207041 -1.578074 -0.3 0.2 0.2
C 3.883354 -0.003034 -0.441158 0.0 -0.3 -0.1
C 3.757010 -0.861103 0.653528 -0.3 -0.1 -0.1
C 2.833541 -1.911895 0.620931 0.2 0.0 -0.1
C 2.009844 -2.084787 -0.489921 -0.1 0.2 0.0
O 0.521810 -2.645007 -3.092253 0.0 0.3 0.0
O 1.556805 -0.530018 -3.986832 -0.3 -0.4 -0.2
O -1.938232 1.813062 -2.581786 -0.1 -0.1 -0.2
O -1.162994 0.606966 -4.652540 -0.1 0.5 -0.1
C 0.963064 2.707634 -2.126094 0.0 -0.2 0.1
C 2.126052 3.477984 -2.105839 -0.1 0.1 -0.1
H 3.728181 4.334338 -3.275848 -0.2 -0.2 0.0
H 2.915744 3.342122 -5.427027 -0.1 0.0 0.3
H 0.865849 1.928794 -5.439806 0.1 0.0 0.3
H -0.749651 -1.363819 -0.530793 -0.4 -0.2 -0.4
H -2.235855 -0.405907 -1.225382 0.6 0.2 0.3
H 3.220296 0.416697 -2.463337 -0.2 -0.1 0.3
H 4.582263 0.834043 -0.419550 -0.1 -0.3 0.0
H 4.372128 -0.709809 1.540371 -0.2 0.0 -0.2
H 2.739305 -2.596336 1.465650 0.0 0.2 -0.2
H 1.276137 -2.891611 -0.537262 0.2 0.2 0.1
H 0.401809 2.514521 -1.210606 0.2 0.0 -0.1
H 2.473391 3.889685 -1.156049 -0.1 -0.1 -0.3
C 0.648918 -5.520760 3.583582 -0.9 0.4 -0.2
O -0.688550 -5.077019 3.289349 0.7 -0.9 0.5
C -0.904624 -3.793678 2.903205 -0.1 1.4 -0.3
C -2.231553 -3.476258 2.510555 1.2 -0.5 0.4
C -2.516602 -2.249095 1.966024 0.4 0.7 -0.1
C -1.511103 -1.245944 1.806537 0.7 -1.8 0.1
C -1.780447 -0.032392 1.100777 -0.9 2.1 0.6
C -0.765448 0.996225 0.964280 -0.7 -0.5 0.3
O 0.432775 0.826891 0.802895 0.0 0.3 0.1
O -1.219513 2.291256 0.961625 -0.5 0.5 0.1
C -2.577075 2.521433 1.413472 0.4 -0.5 -0.9
C -2.702947 2.288664 2.911929 -0.1 0.2 0.2
C -2.922908 3.944133 0.984837 0.1 -0.4 0.1
O -3.458093 1.655822 0.684533 0.2 0.4 0.3
C -3.162972 0.314123 0.743910 0.8 -0.2 0.2
O -4.040550 -0.463677 0.404161 0.2 0.5 0.1
C -0.210449 -1.549774 2.308932 -0.9 0.5 -0.3
C 0.086723 -2.781077 2.867686 -0.7 -1.1 0.1
H 0.528198 -6.586248 3.776408 0.2 0.1 0.0
H 1.324994 -5.364672 2.732329 -0.1 0.0 0.1
H 1.043357 -5.017957 4.475194 0.0 -0.1 -0.1
H -3.013998 -4.224558 2.622077 0.2 0.0 -0.1
H -3.519629 -2.036897 1.610253 0.3 -0.1 0.1
H -2.422595 1.265309 3.197217 -0.1 0.4 -0.1
H -2.057822 3.005285 3.435816 -0.1 -0.2 -0.1
H -3.744346 2.477614 3.204460 0.2 -0.1 0.0
H -2.768682 4.036146 -0.095799 0.0 0.0 0.2
H -3.970839 4.148982 1.224553 0.2 0.0 0.0
H -2.270732 4.647872 1.511497 -0.1 -0.1 -0.1
H 0.565714 -0.790040 2.232851 -0.2 -0.3 0.0
H 1.086447 -2.958893 3.273754 -0.3 0.0 -0.2
```
Forces are in eV/Å.

For the frontier orbital gap, the calculation gives 0.236 Ha. The LUMO energy is 2.6 eV. Its energy above the lowest of the compared OMol25 structures with the same formula, charge and spin is 0.000 eV. As for the spin multiplicity: 1. The total energy comes out at -68502.5105 eV. The highest occupied orbital energy comes out at -3.834 eV. Its total charge is -1.

=====

[2]
Density functional theory data (wB97M-V/def2-TZVPD) for a molecular structure, C27H26BIrN11O2.

```
68
Properties=species:S:1:pos:R:3:forces:R:3
Ir 1.237060 0.170939 -0.101470 0.4 0.2 -0.1
C 1.877164 -4.011756 0.108722 -0.1 0.0 0.0
C 2.344170 -2.724811 -0.108945 0.2 0.0 0.0
N 1.338805 -1.859851 0.064575 -0.2 0.0 -0.2
N 0.231700 -2.560829 0.375738 -0.1 0.1 0.1
C 0.534459 -3.863850 0.413190 0.1 0.0 0.0
B -1.134218 -1.847334 0.594880 0.1 0.0 0.1
N -0.894775 -0.752831 1.683543 0.0 -0.1 -0.1
C -1.563002 -0.461475 2.802326 0.0 0.0 0.1
C -0.819263 0.443153 3.548818 0.0 -0.1 0.0
C 0.328162 0.661279 2.810328 0.1 -0.1 0.0
N 0.279281 -0.062246 1.683232 -0.4 0.2 -0.2
N -1.385113 -1.089560 -0.763130 0.1 0.0 0.1
C -2.349451 -1.051191 -1.691117 -0.1 0.0 0.1
C -1.994039 -0.153182 -2.685570 0.0 0.0 0.0
C -0.766209 0.347755 -2.290589 0.0 0.0 0.0
N -0.408355 -0.241883 -1.140755 0.1 0.0 -0.2
N -2.177634 -2.828118 0.985029 -0.1 0.0 0.1
C -3.035856 -3.607247 0.260425 0.0 -0.2 0.1
C -3.584417 -4.529880 1.108547 0.1 0.0 -0.1
C -2.983934 -4.262287 2.358693 0.0 0.0 -0.1
N -2.136407 -3.259699 2.283012 0.0 0.1 0.0
H 2.443748 -4.924685 0.060211 0.0 0.0 0.0
H 3.340342 -2.397741 -0.356574 -0.1 0.0 0.0
H -0.219247 -4.592082 0.665779 0.0 0.0 0.0
H -2.501577 -0.939748 3.022688 0.0 0.0 0.0
H -1.066301 0.851520 4.512842 0.0 0.0 0.0
H 1.185042 1.277485 3.034219 0.0 0.0 0.0
H -3.252913 -1.623170 -1.577939 0.0 0.0 0.0
H -2.566107 0.119959 -3.554916 0.0 0.0 0.0
H -0.156164 1.124197 -2.725764 0.0 0.0 0.0
H -3.178548 -3.492511 -0.799707 0.0 0.0 0.0
H -4.300020 -5.295606 0.863478 0.0 0.0 0.0
H -3.136842 -4.764008 3.300837 0.0 0.0 0.0
O 3.029321 3.312459 1.386351 -0.1 0.0 0.1
C 2.081724 2.828739 0.854419 0.1 0.0 -0.2
O 2.230206 1.818907 -0.046462 -0.1 -0.2 0.5
C 0.661376 3.242878 1.059753 0.0 0.0 -0.1
C 0.402329 4.362007 1.862337 0.0 0.0 0.0
C -0.903139 4.681477 2.102030 0.0 -0.1 0.0
C -1.924177 3.888069 1.541484 0.0 0.0 0.0
C -3.293591 4.177312 1.762357 0.0 0.0 0.0
C -4.264005 3.391524 1.217190 0.0 0.0 0.0
C -3.903930 2.283839 0.417813 0.0 0.0 0.0
C -2.594205 1.980498 0.182700 0.0 0.0 0.0
C -1.565044 2.771694 0.738682 -0.1 0.0 0.0
N -0.252262 2.478721 0.513165 0.1 0.0 0.0
H 1.235583 4.916458 2.270734 0.0 0.0 0.0
H -1.167122 5.526654 2.725252 0.0 0.0 0.0
H -3.549872 5.037311 2.367846 0.0 0.0 0.0
H -5.308113 3.615612 1.385993 0.0 0.0 0.0
H -4.681754 1.672932 -0.022059 0.0 0.0 0.0
H -2.337731 1.146470 -0.445592 0.0 0.0 0.0
C 3.476809 -0.260022 -5.179018 0.0 0.0 0.0
C 3.466811 -0.163383 -3.695395 0.0 -0.1 0.0
C 4.498353 -0.059235 -2.780881 0.0 0.0 0.0
C 3.913075 0.012971 -1.519005 0.0 0.1 0.0
N 2.577404 -0.060919 -1.653422 -0.2 0.2 -0.1
N 2.328020 -0.164291 -2.982620 0.0 -0.1 0.0
C 4.592085 0.182424 -0.203627 0.1 -0.1 0.0
H 4.495590 -0.393449 -5.532204 0.0 0.0 0.0
H 3.079265 0.651530 -5.627189 0.0 0.0 0.0
H 2.878859 -1.103802 -5.523616 0.0 0.0 0.0
H 5.551556 -0.034993 -3.003227 0.0 0.0 0.0
H 1.386438 -0.235337 -3.327017 0.0 -0.1 0.0
H 5.497731 -0.421898 -0.167791 0.0 0.0 0.0
H 3.962801 -0.109166 0.639326 0.0 0.0 0.0
H 4.870070 1.227301 -0.062943 0.0 0.0 0.0
```
Forces are in eV/Å.

For the frontier orbital gap (alpha / beta), the calculation gives 0.246 / 0.181 Ha. The LUMO energy (alpha / beta) is -7.5 / -9.3 eV. As for the spin multiplicity: 2. The total energy comes out at -52409.8892 eV. The highest occupied orbital energy (alpha / beta) comes out at -14.236 / -14.206 eV. As for the expectation value of S²: 0.755. Its total charge is +2.